# C25H33N6O3RuS

C25H33N6O3RuS as an isolated structure at a distorted geometry (the ωB97M-V functional and the def2-TZVPD basis, the OMol25 dataset).

Geometry as XYZ:
```
69
Properties=species:S:1:pos:R:3:forces:R:3
O -3.06101 -1.39001 -1.79734 0.271 0.201 0.314
H -1.06449 5.06742 -2.36925 0.017 -0.008 -0.052
N 2.09849 -0.96881 -0.58285 0.407 -0.026 -0.347
C 4.96787 -1.77349 2.15495 0.123 0.006 0.005
C 5.71922 -0.70936 2.64697 0.012 0.028 0.017
H 2.86570 -0.71456 0.03940 0.035 0.017 -0.050
C 3.59956 -1.64134 2.02433 -0.014 -0.116 0.039
H -3.09876 2.70513 -2.82629 -0.128 -0.002 0.056
H 1.73837 5.02881 -0.75199 0.016 -0.005 -0.018
H 3.02088 -3.83253 -2.18964 0.030 0.044 0.032
C -4.78092 -2.89411 -2.18665 0.079 0.138 0.043
C -5.85910 -3.56658 -1.71646 -0.141 -0.053 0.253
C -2.18887 0.43113 1.76061 0.001 -0.129 -0.581
N -1.50315 3.14505 -1.55223 -0.140 0.285 0.060
H 2.55669 -0.04767 -2.39810 -0.020 0.048 -0.006
C 5.10458 0.47826 3.03827 0.078 -0.060 -0.014
H 3.00124 -2.48874 1.70455 0.039 0.067 -0.036
C -3.69557 -0.96702 0.93839 -0.675 -0.588 -0.423
C 2.98612 -0.43688 2.38228 -0.178 0.021 -0.016
H 3.50108 -3.28100 -0.57716 0.027 0.007 -0.062
C -3.01249 0.08326 2.77989 -0.511 -0.439 0.039
C 2.48107 -1.06515 -2.01572 -0.115 -0.046 0.103
H -0.10307 -1.37651 1.66229 0.011 -0.004 0.007
H -3.16733 1.82876 -1.30145 0.010 -0.003 -0.028
C 1.53947 -0.26960 2.26317 -0.074 -0.001 -0.067
H 0.01646 5.36520 -0.75770 0.031 -0.023 0.020
C -1.81628 4.58029 -1.75582 0.002 -0.224 -0.046
S -0.42207 -1.95143 -0.85860 0.354 0.558 -0.212
H 4.59455 -1.23459 -1.65904 -0.011 -0.010 -0.006
H 6.79223 -0.81471 2.74604 -0.026 0.004 0.008
H 5.44984 -2.70628 1.89277 0.006 0.023 0.031
O 0.84090 0.52156 2.83624 0.066 -0.019 0.027
H 3.23332 1.51615 3.24532 0.016 -0.017 -0.050
C -2.48011 2.21891 -2.07878 -0.067 0.030 0.290
H 0.82806 5.02115 0.76462 0.006 -0.015 0.035
H 1.66502 1.54278 0.00721 -0.027 -0.089 -0.065
C -6.25968 -3.39080 -0.36340 0.491 0.487 0.319
H 4.05286 -1.79853 -3.22255 0.024 0.033 -0.004
Ru -1.75605 -0.11175 -1.09238 -0.546 -1.076 -0.802
H 5.69541 1.28670 3.44837 -0.003 -0.033 -0.015
N 0.83309 -1.17443 1.33916 -0.039 0.135 0.085
C 3.80463 -1.80276 -2.16068 -0.011 -0.102 0.133
H -3.01710 0.37418 3.81784 -0.024 -0.025 -0.015
H -4.43109 -2.99114 -3.20676 0.003 0.039 0.035
C -4.45903 -1.84904 0.07177 1.069 0.815 0.181
H -2.76050 4.63677 -2.28463 -0.038 0.006 -0.020
N 0.58711 3.31015 -0.42358 0.354 0.352 0.244
C -5.55408 -2.54728 0.50973 -1.140 -0.948 -0.098
N -2.63248 -0.21572 0.62309 0.642 0.694 0.050
C 3.73538 0.61469 2.91568 -0.003 0.061 0.033
H 4.72302 -3.72115 -1.76169 -0.030 0.019 -0.001
C 3.75507 -3.23656 -1.64080 -0.029 -0.004 -0.035
H -4.67688 -1.21267 2.77857 -0.008 0.008 0.014
C 0.78464 4.77441 -0.29488 0.033 -0.234 -0.058
H -1.94115 5.09784 -0.80994 -0.021 0.000 0.053
H -6.41511 -4.23448 -2.36074 -0.023 0.001 0.038
C 1.72532 2.60439 0.18866 -0.132 0.116 -0.018
O -0.40565 1.32409 -0.75156 0.417 0.773 0.118
H 1.68811 -1.58138 -2.55099 -0.070 -0.011 0.053
C -4.05962 -2.01431 -1.31141 0.205 0.212 -0.214
C 0.99275 -1.28626 0.01025 -0.513 -0.252 0.305
H -2.00037 1.41785 -2.64406 0.186 -0.192 -0.403
H -1.32483 1.07304 1.76508 -0.008 -0.030 -0.038
H 2.64012 2.99931 -0.25080 0.011 -0.007 0.018
H -5.90429 -2.46526 1.53067 -0.034 -0.020 -0.049
H 1.73843 2.79090 1.26255 -0.008 0.010 0.019
C -0.44063 2.62449 -0.89844 -0.163 -0.595 0.006
H -7.13068 -3.91835 0.00633 0.033 0.009 -0.002
N -3.93422 -0.78039 2.24931 -0.134 0.156 0.769
```
Forces are in eV/Å.

Charge = +3
E_LUMO (alpha / beta) = -12.0 / -12.2 eV
F_max = 1.486 eV Å⁻¹
Frontier orbital gap (alpha / beta) = 4.7876 / 4.6519 eV
2S+1 = 1
Energy above the lowest of the compared OMol25 structures with the same formula, charge and spin = 16.2 kcal/mol
Calculated total energy = -54935.215 eV
HOMO energy (alpha / beta) = -16.81 / -16.81 eV
Molecular weight = 598.72 g/mol